1.
2 unconnected molecules or ions with the total composition C7H12N5O in a non-equilibrium geometry, computed with wB97M-V/def2-TZVPD.

The value obtained for the HOMO-LUMO gap is 0.2819 Eh. As for the charge: +1. For the HOMO energy, the calculation gives -11.84 eV. The energy is -622.51718 Ha. As for the spin multiplicity: 1.

CARTESIAN COORDINATES (ANGSTROEM)
C1 0.92748 -0.84772 -1.51278
C2 -0.71154 -1.99178 -2.14493
C3 2.22333 -0.29600 -1.23641
C4 2.33931 0.61114 -0.26458
C5 -0.02008 0.04680 0.58003
C6 0.91677 2.32411 0.18349
C7 -1.31524 -1.15929 2.28716
N1 0.54798 -1.68700 -2.45319
N2 -1.13451 -1.44515 -0.96423
N3 -0.12402 -0.70929 -0.60669
N4 -1.62619 -2.66962 -2.88094
N5 1.16210 0.91202 0.57509
O1 -0.11102 -0.67109 1.71999
H1 2.99459 -0.59874 -1.99551
H2 3.17526 1.19147 0.12656
H3 -1.31785 1.26095 0.75783
H4 1.72834 2.90938 0.13384
H5 0.56253 2.21844 -0.75633
H6 0.15109 2.82541 0.62646
H7 -1.85792 -1.69633 1.49164
H8 -1.90640 -0.30213 2.38165
H9 -1.17078 -1.52044 3.32276
H10 -1.57092 -2.67326 -3.93650
H11 -2.47662 -2.90285 -2.52977
H12 1.53992 1.12148 1.48777

Atomic forces in eV per Å
C -1.43 -0.76 0.93
C -2.31 0.65 1.67
C 0.70 0.60 -1.07
C 0.76 -1.41 0.08
C -4.67 0.90 1.79
C -1.72 -1.75 -0.77
C -0.79 0.11 -1.07
N 0.93 0.46 -0.56
N -1.29 -0.95 -1.20
N 3.31 1.53 -0.33
N 3.39 0.22 -3.73
N 1.35 1.75 0.16
O 2.64 0.46 -0.09
H -0.51 0.60 1.24
H 0.09 -0.54 -0.65
H 2.46 -2.68 -0.62
H 3.41 1.59 0.26
H -0.96 0.00 -3.44
H -2.11 0.81 2.39
H 0.37 -0.87 0.98
H -1.26 1.72 0.45
H 0.33 -0.48 -1.13
H 0.26 -0.06 2.11
H -2.64 -0.47 1.45
H -0.31 -1.44 1.16

Atom charges from the Löwdin analysis, given in e for atoms 1 to 5: C -0.25; C -0.41; C 0.07; C -0.01; C -0.27



2.
A molecular structure, C14H24FeN4O5 in a non-equilibrium geometry, computed with wB97M-V/def2-TZVPD.

The value obtained for the HOMO-LUMO gap (spin up / spin down) is 0.2162 / 0.2405 Eh. For the HOMO energy (spin up / spin down), the calculation gives -6.20 / -6.92 eV. The energy is -2406.52492 Ha. As for the spin multiplicity: 5.

CARTESIAN COORDINATES (ANGSTROEM)
O1 -3.83981 0.69434 -1.44941
H1 -3.69018 1.45126 -2.12863
Fe1 -0.27383 0.26120 -0.40407
N1 1.27734 1.72562 -0.06504
N2 -1.16528 1.92992 0.36822
O2 2.64377 1.37371 -0.05539
O3 -2.35925 1.96089 0.88810
C1 0.95774 2.98453 0.24625
C2 -0.46396 3.12008 0.47721
C3 2.01494 4.09086 0.09272
C4 -0.93894 4.50764 0.93842
H2 2.45450 4.14843 -0.94452
H3 2.86823 4.07002 0.82604
H4 1.49568 5.04257 0.27021
H5 -1.91844 4.27031 1.39408
H6 -1.10021 5.06118 -0.02793
H7 -0.26443 5.11095 1.64505
H8 3.07169 2.23970 -0.19472
H9 -3.33868 1.20685 -0.76751
O4 2.27221 0.24409 2.59688
H10 3.10618 0.73837 2.47095
H11 2.45393 -0.29944 3.38311
C5 -0.40407 -0.05249 -2.17299
H12 -0.69654 -1.11248 -1.69929
H13 -0.00837 1.08573 -2.21983
H14 -1.31153 0.01227 -2.84303
O5 -0.36149 -0.30254 -5.38948
H15 0.38749 0.33795 -5.45089
H16 0.17035 -1.11625 -5.26209
N3 1.58666 -0.90619 0.22862
C6 1.12775 -2.21881 0.32782
C7 1.87665 -3.31838 -0.10083
C8 1.30245 -4.60013 0.05819
C9 0.07042 -4.84171 0.66019
C10 -0.71581 -3.71175 1.08207
C11 -2.00736 -3.83799 1.66839
C12 -2.70151 -2.62620 1.85716
C13 -2.15298 -1.37361 1.47343
N4 -0.91005 -1.17982 0.93705
C14 -0.17600 -2.36991 0.85160
H17 1.81611 -0.44098 1.12706
H18 2.36002 -0.76649 -0.42569
H19 2.86408 -3.19878 -0.58119
H20 1.85486 -5.44987 -0.33083
H21 -0.32765 -5.87411 0.77371
H22 -2.41119 -4.85691 1.91761
H23 -3.71087 -2.71416 2.31384
H24 -2.78460 -0.49948 1.63937

Atomic forces in eV per Å
O 1.17 3.27 -1.23
H -0.79 -2.28 0.88
Fe 0.99 1.02 2.03
N 0.16 1.38 1.29
N -0.53 3.98 2.36
O 0.15 1.73 -0.66
O 0.59 -0.36 -1.20
C 0.97 -2.83 -1.96
C 0.77 -0.50 0.23
C -0.23 0.54 0.51
C -0.72 -0.80 -0.54
H -0.58 -0.34 0.94
H -0.85 -0.25 -0.55
H 0.35 -0.19 -0.14
H 0.36 0.71 -0.05
H -0.01 0.03 1.13
H -0.93 -1.22 -1.05
H 0.45 -0.62 -0.02
H -0.43 -1.03 0.58
O 1.02 0.26 1.04
H -0.66 -0.22 -0.14
H -0.26 0.18 -0.34
C -3.19 0.16 -3.88
H 1.77 1.70 -0.26
H 0.02 -2.57 0.73
H 1.19 -0.04 0.30
O 1.85 -0.01 -0.37
H -1.10 -0.33 0.12
H -0.82 0.37 0.10
N 0.40 0.10 -0.55
C 1.31 -0.84 -0.24
C -1.05 0.30 0.39
C -0.42 -0.62 0.02
C 0.31 0.77 -0.07
C 0.74 0.36 -0.20
C -0.15 1.35 -0.24
C 0.10 -1.90 0.33
C 0.99 0.27 -0.33
N -2.43 -3.01 2.25
C -1.00 -0.68 -0.33
H -0.30 -0.51 -0.56
H -0.43 -0.25 0.35
H -0.69 0.00 0.42
H 0.00 0.01 0.12
H 0.37 0.96 -0.06
H 0.31 1.32 -0.28
H 0.82 0.57 -0.46
H 0.40 0.06 -0.40

Atom charges from the Löwdin analysis, given in e for atoms 1 to 5: O -0.13; H 0.08; Fe 0.53; N -0.08; N -0.15



3.
16 unconnected molecules or ions with the total composition CH30O18 in a non-equilibrium geometry, computed with wB97M-V/def2-TZVPD.

The value obtained for the HOMO-LUMO gap is 0.2884 Eh. As for the charge: -2. For the HOMO energy, the calculation gives -3.33 eV. The energy is -1410.48010 Ha. As for the spin multiplicity: 1.

CARTESIAN COORDINATES (ANGSTROEM)
C1 -0.25657 0.24518 0.41865
O1 -0.38957 -1.10682 0.54265
O2 0.53743 0.67118 -0.57535
O3 -0.76657 1.05018 1.31065
O4 -0.31557 -4.32582 -1.12235
H1 -0.50557 -4.50282 -2.05035
H2 -0.75557 -3.48682 -1.02135
O5 0.27043 -1.07982 3.15565
H3 -0.19857 -0.76782 2.37965
H4 1.04343 -1.54982 2.88965
O6 -1.52657 1.65418 -1.93535
H5 -0.73557 1.48918 -1.46735
H6 -1.83057 2.52618 -1.64635
O7 -1.84357 -2.17882 -1.19935
H7 -1.28057 -1.78682 -0.45435
H8 -1.49057 -1.90882 -2.03335
O8 -1.38657 -3.44282 1.53565
H9 -0.98057 -2.62982 1.19965
H10 -2.09557 -3.66482 0.93565
O9 2.76143 -0.33182 1.61565
H11 3.47643 -0.88982 1.92765
H12 2.40843 -0.81082 0.90265
O10 1.28243 1.75118 2.80265
H13 1.11443 1.64018 3.75265
H14 0.50843 1.40118 2.36665
O11 1.65643 -2.35782 -0.01735
H15 1.77043 -3.02882 0.66765
H16 0.90143 -1.87582 0.35265
O12 -2.65957 -0.42782 2.36865
H17 -2.83357 -1.00182 1.61865
H18 -1.91057 0.05518 2.04965
O13 2.48443 1.97118 0.38965
H19 1.78643 1.43318 -0.02035
H20 2.94743 2.49818 -0.31235
O14 1.00043 3.05218 -2.29235
H21 0.88143 2.55118 -3.10835
H22 0.91643 3.98018 -2.51235
O15 -0.24457 -0.82582 -2.91235
H23 -0.28257 -0.04082 -3.43935
H24 0.06943 -0.50682 -2.06335
O16 -0.48457 3.59718 0.11165
H25 -0.01257 3.36018 -0.68235
H26 -0.61557 2.75218 0.55165
O17 -3.07757 2.09118 0.74565
H27 -2.33757 1.52018 0.91765
H28 -3.79857 1.50418 0.44365
O18 2.61843 0.36618 -2.33235
H29 2.30343 0.91218 -3.01935
H30 1.87643 0.45618 -1.73535

Atomic forces in eV per Å
C 1.79 -1.02 -0.51
O -0.56 4.17 0.17
O -3.01 -1.34 2.10
O 1.07 -1.95 -2.55
O 0.60 -1.77 -0.65
H 0.17 -0.13 0.06
H -0.59 0.91 0.30
O -0.80 0.09 1.84
H 0.24 -0.45 -0.11
H 0.72 -0.01 -0.70
O -2.31 0.69 -1.85
H 1.75 -0.31 1.16
H 0.12 -0.34 0.30
O -1.07 -0.78 1.45
H -0.43 0.35 -1.22
H 0.54 0.82 -0.75
O 0.06 -0.37 0.61
H -0.24 0.01 0.34
H -0.02 0.03 -0.42
O 1.11 0.62 2.08
H 0.12 -0.07 0.00
H -0.67 -1.21 -1.94
O 0.75 0.98 1.68
H -0.06 -0.22 -0.60
H -0.38 -0.11 -0.14
O 1.37 -0.89 0.34
H 0.18 -0.27 -0.37
H -0.71 0.56 -0.47
O -1.65 -0.93 0.45
H -0.09 -0.37 0.10
H 1.00 0.93 -0.03
O 1.86 1.83 -0.71
H 0.17 0.44 -0.11
H -1.08 -1.05 0.77
O 0.50 -0.06 -0.21
H -0.30 0.25 0.19
H -0.04 0.20 -0.24
O 0.07 -0.93 -0.63
H -0.34 0.66 -0.38
H 0.33 0.16 0.78
O -0.44 1.00 -0.14
H 0.50 -0.25 -0.14
H 0.08 -0.28 0.47
O -2.26 0.63 -0.72
H 0.69 -0.44 0.21
H 0.76 0.39 0.36
O 0.87 -0.66 0.21
H -0.06 0.93 -1.56
H -0.29 -0.44 1.15

Atom charges from the Löwdin analysis, given in e for atoms 1 to 5: C -0.54; O -0.19; O -0.15; O -0.11; O -0.09